DFT (ωB97M-V/def2-TZVPD) results for C76H169BaN7O18 as an isolated structure.

```
271
Properties=species:S:1:pos:R:3:forces:R:3
Ba 3.539 1.366 -3.457 -0.54 -0.63 0.78
C 2.133 1.960 -0.081 -0.40 -0.20 -0.09
C 0.990 0.956 0.057 0.27 0.71 0.16
C -0.179 1.702 0.677 -1.63 -0.61 -0.25
C -1.464 0.846 0.653 0.35 0.10 -0.53
C -1.788 0.414 -0.796 0.58 -2.31 2.77
C -0.608 -0.386 -1.383 -1.37 1.25 -1.06
N 0.601 0.454 -1.286 0.09 0.73 0.07
O 1.715 -0.169 -1.882 -0.98 0.33 -0.26
C -1.018 -0.531 -2.848 -0.23 -0.57 -0.30
C -0.515 -1.756 -0.789 0.34 -0.08 0.18
C 1.477 -0.123 0.972 -0.92 0.77 2.13
H 1.959 2.610 -0.934 0.14 0.27 -0.19
H 3.086 1.439 -0.150 0.23 0.08 -0.13
H 2.096 2.554 0.828 0.41 0.20 0.00
H -0.418 2.567 0.063 0.19 0.40 -0.19
H -0.048 2.091 1.699 0.62 -0.20 -0.24
H -2.253 1.454 1.048 -0.71 0.30 0.32
H -1.393 -0.028 1.324 0.01 0.22 -0.28
H -2.016 1.197 -1.431 -0.39 2.04 -1.12
H -2.683 -0.243 -0.767 0.47 0.17 -0.10
H -1.213 0.426 -3.390 0.71 -0.92 0.35
H -1.995 -1.041 -2.821 0.23 0.07 -0.15
H -0.322 -1.245 -3.313 -0.24 0.49 -0.47
H -0.681 -1.625 0.272 0.12 -0.67 0.35
H 0.489 -2.116 -1.011 -0.10 -0.32 0.23
H -1.263 -2.440 -1.206 0.14 0.11 0.08
H 1.995 0.305 1.865 0.16 -0.16 -0.83
H 2.077 -0.781 0.419 1.01 -1.21 -0.33
H 0.630 -0.611 1.444 -0.02 -0.54 -0.23
C 2.416 4.816 -3.825 0.05 -0.19 -0.54
C 3.837 5.150 -3.470 0.82 0.54 -0.17
C 3.743 5.913 -2.130 0.06 -0.49 0.86
C 5.077 6.090 -1.435 0.61 1.30 1.78
C 5.876 4.812 -1.331 -0.40 -0.13 1.91
C 5.947 4.045 -2.627 1.48 0.66 -0.38
N 4.626 3.940 -3.235 -0.22 -1.66 -0.25
O 4.757 3.108 -4.414 0.02 1.52 0.12
C 6.387 2.645 -2.214 -0.27 -0.55 -1.44
C 7.091 4.662 -3.517 -0.65 0.07 -0.28
C 4.477 5.993 -4.612 0.33 -1.18 0.03
H 2.352 4.253 -4.769 -0.08 0.07 0.33
H 1.920 5.769 -3.954 -0.37 0.21 -0.16
H 1.924 4.298 -3.009 0.01 -0.23 -0.09
H 2.957 5.442 -1.455 1.03 0.29 -0.73
H 3.452 6.926 -2.286 -0.92 0.75 -0.56
H 4.983 6.626 -0.412 -0.31 -1.28 -1.17
H 5.659 6.892 -1.907 0.06 -0.38 -0.66
H 5.330 4.106 -0.639 0.42 0.85 -0.23
H 6.890 5.018 -0.859 -1.04 -0.43 -0.78
H 5.582 2.191 -1.582 0.99 0.20 -0.16
H 7.351 2.775 -1.756 0.20 -0.36 0.93
H 6.609 2.005 -3.106 -0.45 0.41 0.59
H 7.033 4.188 -4.483 -0.17 -0.06 -0.55
H 8.066 4.364 -3.142 0.11 0.19 0.41
H 7.070 5.768 -3.680 -0.11 -0.92 0.42
H 5.159 6.719 -4.176 0.08 0.19 -0.33
H 3.703 6.462 -5.194 -0.27 0.57 -0.14
H 5.014 5.299 -5.318 -0.41 0.68 0.85
C -3.942 3.716 2.511 0.41 0.67 1.07
C -3.630 4.097 1.102 -0.34 0.23 0.63
C -4.740 5.018 0.585 2.13 0.24 -0.79
O -2.420 4.845 1.122 0.53 0.44 -0.54
H -3.892 4.665 3.057 -0.31 -0.19 0.32
H -3.292 3.027 3.042 0.63 -0.12 -0.41
H -4.908 3.291 2.585 -1.25 -0.27 0.11
H -3.499 3.205 0.542 0.04 -0.72 -1.09
H -4.740 5.894 1.198 0.34 0.87 0.20
H -5.716 4.683 0.662 -1.83 -1.43 0.21
H -4.578 5.273 -0.465 0.11 0.22 0.11
H -1.611 4.378 0.864 -0.29 -0.24 0.04
C 4.234 -5.538 2.705 0.41 1.34 0.02
C 3.465 -5.121 3.986 -0.43 -0.04 -1.78
C 3.819 -3.639 4.271 -1.18 -0.64 1.54
C 3.132 -2.631 3.286 3.01 -1.24 0.45
C 1.669 -2.810 3.429 -1.13 0.64 0.65
C 1.125 -4.207 3.057 0.00 1.37 0.83
N 1.957 -5.188 3.817 0.38 0.64 0.36
O 1.669 -6.487 3.376 -1.07 -1.02 0.78
C -0.361 -4.197 3.609 1.17 -0.09 -1.18
C 1.112 -4.356 1.520 0.61 -1.42 0.42
C 3.877 -6.168 5.039 -0.84 1.45 0.80
H 5.297 -5.640 2.949 -0.03 0.14 0.09
H 4.169 -4.724 1.963 -0.01 -0.62 0.06
H 3.953 -6.480 2.284 -0.59 -0.47 -0.25
H 3.458 -3.411 5.305 -0.08 -0.08 -0.58
H 4.887 -3.560 4.403 0.55 0.21 -0.61
H 3.583 -2.878 2.294 -0.79 0.61 0.34
H 3.559 -1.669 3.619 -0.68 0.02 -0.47
H 1.083 -2.049 2.919 0.07 -0.07 -0.58
H 1.400 -2.560 4.476 0.25 -0.54 -0.19
H -1.013 -3.539 3.000 0.55 -0.04 0.58
H -0.734 -5.167 3.469 -0.75 -1.63 -0.48
H -0.452 -4.066 4.675 0.28 0.73 0.36
H 0.586 -3.552 1.048 -0.43 0.55 -0.15
H 2.136 -4.358 1.125 -0.19 0.02 0.08
H 0.648 -5.314 1.212 0.19 0.46 0.22
H 3.402 -5.884 5.978 -0.19 -0.14 0.23
H 4.935 -6.084 5.235 0.42 -0.26 -0.20
H 3.564 -7.183 4.799 0.26 0.13 -0.26
H 1.248 -6.859 4.182 0.31 0.01 -1.00
C -1.504 0.016 6.707 -1.06 -0.39 -0.48
C -2.100 0.893 5.575 -0.90 0.46 1.07
C -3.229 1.802 6.126 0.80 0.65 -0.12
C -2.689 2.947 6.998 0.03 -1.12 0.46
C -1.633 3.749 6.215 -1.04 1.72 2.22
C -0.579 2.922 5.572 2.23 -0.45 -1.28
N -1.143 1.736 4.900 -0.48 0.95 0.02
O -0.109 0.902 4.430 0.33 0.29 -1.75
C 0.172 3.750 4.473 -1.37 -0.25 0.31
C 0.515 2.559 6.600 -0.29 -0.25 0.04
C -2.777 0.074 4.515 0.83 -1.09 -1.37
H -1.036 0.549 7.487 0.05 1.14 0.98
H -0.677 -0.574 6.374 0.21 -0.83 -0.71
H -2.289 -0.614 7.172 0.44 0.17 -0.40
H -3.804 2.202 5.269 0.36 0.04 0.32
H -3.922 1.201 6.686 -0.31 -0.44 0.32
H -2.349 2.544 8.001 0.13 0.32 -1.19
H -3.539 3.553 7.273 -0.14 0.59 -0.03
H -1.144 4.452 6.981 -0.42 -0.82 -1.22
H -2.189 4.422 5.538 0.41 -0.45 -0.17
H 0.621 4.557 5.006 0.80 0.64 0.18
H 0.890 3.153 3.923 0.26 -0.08 0.12
H -0.506 4.227 3.760 -0.21 -0.27 -0.05
H 1.166 1.755 6.283 0.06 -0.17 -0.35
H 1.131 3.396 6.873 0.27 0.65 -0.20
H 0.076 2.258 7.521 -0.47 -0.40 0.85
H -3.427 -0.644 4.986 -0.61 -0.18 0.06
H -2.024 -0.535 3.953 -0.51 0.40 0.35
H -3.315 0.703 3.771 0.26 -0.38 0.62
H -0.199 1.048 3.454 0.43 -0.49 1.16
C -4.808 -2.049 -2.971 0.39 -1.36 1.34
C -5.775 -0.883 -2.885 0.79 0.45 -1.59
C -5.024 0.515 -2.844 -1.86 -1.20 -2.82
C -4.414 1.002 -4.194 0.03 1.10 1.20
C -5.569 1.007 -5.208 -0.18 -0.38 0.57
C -6.110 -0.413 -5.459 -2.34 0.04 0.33
N -6.652 -0.898 -4.115 0.42 1.58 0.22
O -7.250 -2.165 -4.231 -1.34 -0.08 -0.17
C -7.376 -0.325 -6.412 1.70 -1.72 0.91
C -5.215 -1.376 -6.195 -1.83 -1.64 -0.81
C -6.677 -1.022 -1.638 -1.39 0.77 -1.33
H -5.455 -2.938 -2.920 0.37 -0.04 -0.29
H -4.203 -2.130 -2.044 -0.15 0.26 -0.26
H -4.094 -2.185 -3.799 -0.56 0.60 0.00
H -5.791 1.247 -2.722 -0.67 0.58 0.83
H -4.386 0.489 -2.036 1.59 0.16 1.73
H -3.555 0.369 -4.514 -0.44 0.61 0.06
H -4.100 2.117 -3.988 -0.10 -2.16 -0.60
H -5.226 1.389 -6.150 0.12 0.36 -0.61
H -6.404 1.674 -4.831 0.85 -0.76 -0.41
H -8.109 0.256 -5.955 -1.32 1.34 0.49
H -6.989 0.045 -7.339 -0.27 0.52 -0.63
H -7.806 -1.333 -6.584 0.42 0.49 0.06
H -5.561 -2.401 -5.879 0.65 0.81 -0.34
H -5.396 -1.341 -7.304 0.27 0.15 1.03
H -4.201 -1.243 -6.028 2.07 0.06 0.47
H -6.132 -1.133 -0.712 0.13 -0.15 0.07
H -7.477 -1.803 -1.749 1.13 0.34 0.10
H -7.246 -0.070 -1.646 0.22 -0.38 0.48
H -8.217 -1.950 -4.196 1.27 -0.41 -0.06
C -7.383 -5.352 0.265 -2.54 0.91 0.83
C -6.191 -5.023 1.116 1.17 -0.12 -0.68
C -4.936 -5.417 0.271 -0.24 -0.60 0.46
C -3.705 -5.054 1.057 1.16 0.38 -0.66
C -3.581 -3.534 1.180 -0.45 -0.20 0.84
C -4.824 -3.000 1.963 0.54 0.69 -0.78
N -6.059 -3.563 1.392 1.43 -0.52 -1.76
O -7.120 -3.044 2.090 -0.82 -0.70 1.64
C -4.692 -3.253 3.456 0.69 -1.33 0.53
C -4.791 -1.465 1.810 -0.95 0.31 -1.04
C -6.266 -5.913 2.314 -1.44 -0.78 0.80
H -7.375 -4.742 -0.615 -0.23 0.56 -0.59
H -8.376 -5.203 0.837 1.48 0.06 -0.87
H -7.439 -6.378 -0.072 0.49 -0.38 0.11
H -4.919 -6.509 0.041 -0.36 0.64 0.37
H -4.961 -4.922 -0.694 -0.03 0.34 -0.16
H -2.785 -5.435 0.566 -0.44 -0.06 0.39
H -3.811 -5.488 2.057 0.60 0.00 -0.29
H -3.547 -3.049 0.171 0.16 -0.35 0.82
H -2.674 -3.294 1.805 -0.79 0.07 -0.88
H -5.563 -3.024 4.061 -0.45 0.07 -0.35
H -4.473 -4.347 3.620 0.10 1.24 0.20
H -3.907 -2.601 3.853 0.19 -0.50 -0.01
H -4.874 -0.999 0.784 -0.08 -1.00 0.83
H -5.546 -1.015 2.442 -0.33 0.19 0.07
H -3.862 -1.113 2.181 1.06 0.24 0.44
H -6.571 -6.906 1.926 0.10 0.35 0.52
H -7.036 -5.565 3.050 0.64 -0.27 -0.60
H -5.327 -6.036 2.801 0.45 -0.11 0.61
H -7.512 -2.476 1.459 -0.93 0.99 -0.87
C 5.603 -0.253 0.708 2.42 0.89 -0.81
C 5.900 -1.408 -0.303 -1.50 -0.38 1.93
C 6.420 -2.607 0.520 0.25 -0.98 0.79
C 6.353 -3.972 -0.239 1.71 1.80 -0.71
C 5.007 -4.186 -0.897 -0.31 -1.35 1.17
C 4.484 -3.050 -1.715 -0.72 2.09 1.40
N 4.570 -1.863 -0.757 -0.10 0.68 -1.97
O 4.056 -0.725 -1.509 0.55 -0.13 0.23
C 5.197 -2.958 -3.060 0.20 0.13 0.16
C 2.984 -3.115 -2.021 -0.38 -1.00 0.79
C 6.875 -0.863 -1.287 1.59 0.36 -0.47
H 5.510 0.699 0.153 -0.34 -0.41 0.21
H 6.559 -0.105 1.269 -0.65 -0.17 -0.06
H 4.812 -0.349 1.414 -0.82 -0.54 0.27
H 7.476 -2.509 0.925 -1.21 0.38 -0.53
H 5.728 -2.649 1.395 0.54 -0.13 -0.38
H 6.685 -4.781 0.408 -0.47 -0.11 0.18
H 7.197 -3.911 -0.984 -0.84 -0.16 0.23
H 4.308 -4.407 -0.045 0.23 0.06 -1.02
H 5.089 -5.046 -1.557 -0.27 -0.46 0.08
H 4.727 -3.719 -3.693 0.44 0.07 -0.09
H 5.118 -1.999 -3.574 -0.32 0.04 0.23
H 6.257 -3.140 -2.918 0.17 -0.31 -0.28
H 2.881 -4.026 -2.601 -0.53 -0.21 -0.26
H 2.235 -3.151 -1.167 1.40 -0.06 -0.62
H 2.735 -2.262 -2.623 -0.23 -0.06 -0.41
H 7.570 -0.274 -0.629 -0.07 -0.60 -0.96
H 6.456 -0.121 -1.990 0.01 -0.59 0.27
H 7.436 -1.663 -1.838 -0.41 0.86 0.43
H 3.051 -0.718 -1.454 0.18 0.05 0.45
C -0.741 4.115 -2.790 -0.03 0.65 -1.03
C -0.419 2.890 -3.683 0.76 1.67 -0.73
O 0.833 2.301 -3.313 -1.26 -0.69 0.84
O -2.160 4.256 -2.803 0.12 -0.70 -0.26
H -0.375 5.109 -3.151 0.41 -1.01 -0.03
H -0.345 3.992 -1.779 -0.02 -0.28 0.05
H -0.296 3.239 -4.752 -0.33 -0.47 1.03
H -1.314 2.238 -3.610 0.70 0.08 -0.04
H 0.615 1.768 -2.467 0.36 -0.12 -0.47
H -2.328 4.657 -1.971 -0.87 0.67 1.03
C 1.435 -0.931 -5.530 0.19 1.65 1.00
C 1.230 0.525 -5.905 -1.46 0.92 -0.55
O 2.526 1.121 -5.978 0.94 0.30 0.06
O 2.011 -1.034 -4.248 0.64 0.11 -0.14
H 2.166 -1.275 -6.243 0.05 -0.76 -0.29
H 0.504 -1.459 -5.506 -0.54 -0.46 -0.65
H 0.557 1.134 -5.207 0.98 -1.14 -0.79
H 0.749 0.497 -6.897 0.14 0.29 0.13
H 2.685 1.946 -6.477 -0.90 -0.65 0.25
H 1.474 -0.590 -3.545 0.20 -0.36 0.21
C -1.089 -5.504 -3.690 -0.16 -1.01 -1.30
C -1.232 -4.238 -4.529 -0.20 -0.85 -0.06
O 0.010 -3.742 -4.921 0.12 0.37 -0.94
O -0.352 -5.120 -2.561 0.83 -1.19 1.47
H -0.561 -6.320 -4.231 -0.12 0.54 0.01
H -2.075 -5.919 -3.443 -0.06 0.26 0.17
H -1.746 -3.569 -3.859 -0.39 0.81 0.18
H -1.803 -4.343 -5.464 -0.04 -0.32 0.54
H 0.610 -3.795 -4.190 0.59 0.02 0.86
H -0.016 -5.934 -2.088 -0.58 1.46 -0.81
C 0.103 6.635 0.398 -2.65 1.11 -1.08
C -0.167 7.241 1.754 0.99 1.88 1.07
O -1.405 7.053 2.371 -1.09 -1.09 -0.33
O 0.390 5.261 0.378 1.92 -0.46 0.46
H 0.763 7.344 -0.138 0.32 -0.93 0.03
H -0.872 6.630 -0.162 0.71 0.59 0.34
H 0.003 8.394 1.744 -0.33 -1.85 -0.37
H 0.600 6.883 2.445 0.45 -0.16 0.04
H -1.807 6.168 2.134 0.61 1.13 0.06
H 1.327 5.134 0.657 -0.88 -0.16 -0.08
C 5.079 2.775 3.427 -0.81 -1.93 -0.77
C 4.587 3.581 2.214 -0.96 -0.27 0.45
O 3.195 3.984 2.295 0.69 -0.57 0.30
O 4.797 3.432 4.647 0.03 0.51 -0.38
H 6.168 2.589 3.343 -0.51 0.11 -0.10
H 4.542 1.731 3.414 0.97 1.76 -0.05
H 4.658 2.965 1.325 0.27 -0.10 -0.19
H 5.151 4.481 2.097 0.69 0.56 -0.11
H 3.007 4.001 3.237 -0.22 0.28 0.24
H 4.325 2.811 5.185 -0.29 -0.26 0.59
```
Forces are in eV/Å.

Computed properties:
Kohn-Sham gap   7.6 eV
E_HOMO   -7.33 eV
DFT total energy   -129522.9393 eV